Entry 1
{"formula": "C66H177N15O18", "method": "the ωB97M-V functional and the def2-TZVPD basis", "charge": 0, "elements": ["C", "C", "C", "O", "C", "N", "H", "H", "H", "H", "H", "H", "H", "H", "H", "H", "H", "C", "C", "C", "O", "C", "N", "H", "H", "H", "H", "H", "H", "H", "H", "H", "H", "H", "C", "C", "C", "O", "C", "N", "H", "H", "H", "H", "H", "H", "H", "H", "H", "H", "H", "C", "C", "C", "O", "C", "N", "H", "H", "H", "H", "H", "H", "H", "H", "H", "H", "H", "C", "C", "C", "O", "C", "N", "H", "H", "H", "H", "H", "H", "H", "H", "H", "H", "H", "C", "C", "C", "O", "C", "N", "H", "H", "H", "H", "H", "H", "H", "H", "H", "H", "H", "C", "C", "C", "O", "C", "N", "H", "H", "H", "H", "H", "H", "H", "H", "H", "H", "H", "C", "C", "C", "O", "C", "N", "H", "H", "H", "H", "H", "H", "H", "H", "H", "H", "H", "C", "C", "C", "O", "C", "N", "H", "H", "H", "H", "H", "H", "H", "H", "H", "H", "H", "C", "C", "C", "O", "C", "N", "H", "H", "H", "H", "H", "H", "H", "H", "H", "H", "H", "C", "C", "C", "O", "C", "N", "H", "H", "H", "H", "H", "H", "H", "H", "H", "H", "H", "C", "C", "C", "O", "C", "N", "H", "H", "H", "H", "H", "H", "H", "H", "H", "H", "H", "C", "O", "C", "C", "N", "C", "C", "O", "C", "H", "H", "H", "H", "H", "H", "H", "H", "H", "H", "H", "H", "H", "H", "H", "C", "O", "C", "C", "N", "C", "C", "O", "C", "H", "H", "H", "H", "H", "H", "H", "H", "H", "H", "H", "H", "H", "H", "H", "C", "O", "C", "C", "N", "C", "C", "O", "C", "H", "H", "H", "H", "H", "H", "H", "H", "H", "H", "H", "H", "H", "H", "H"], "xyz": [[-0.502, -0.164, -1.658], [-1.297, -0.927, -0.567], [-1.612, -0.119, 0.771], [-0.555, 0.588, 1.432], [0.430, -0.210, 2.115], [-2.552, -1.367, -1.094], [-1.049, 0.751, -1.883], [-0.383, -0.822, -2.520], [0.481, 0.056, -1.242], [-0.636, -1.758, -0.323], [-2.228, -0.663, 1.486], [-2.351, 0.651, 0.549], [1.173, 0.399, 2.630], [0.856, -0.725, 1.254], [-0.065, -0.865, 2.832], [-2.333, -1.578, -2.057], [-3.285, -0.688, -0.947], [1.480, -1.988, -7.045], [2.004, -2.567, -8.394], [2.428, -1.463, -9.387], [2.778, -1.990, -10.670], [3.063, -0.947, -11.606], [3.158, -3.443, -8.017], [1.455, -2.653, -6.182], [0.487, -1.643, -7.333], [2.089, -1.184, -6.633], [1.219, -3.082, -8.949], [3.279, -0.919, -8.978], [1.648, -0.724, -9.569], [3.869, -0.304, -11.251], [2.158, -0.340, -11.627], [3.303, -1.429, -12.554], [3.887, -2.793, -7.759], [3.532, -3.860, -8.858], [1.257, 4.418, 5.706], [2.180, 3.250, 5.281], [2.701, 2.390, 6.473], [3.608, 1.384, 6.011], [3.900, 0.307, 6.928], [1.479, 2.378, 4.348], [0.263, 4.026, 5.920], [1.212, 5.175, 4.922], [1.711, 4.875, 6.585], [2.977, 3.735, 4.718], [1.867, 1.954, 7.023], [3.126, 3.120, 7.162], [3.057, -0.377, 7.022], [4.140, 0.789, 7.875], [4.770, -0.290, 6.653], [2.105, 1.590, 4.266], [0.656, 1.961, 4.759], [9.786, 3.548, 1.957], [8.593, 4.414, 1.611], [7.417, 4.232, 2.566], [7.074, 2.828, 2.607], [6.070, 2.683, 3.631], [9.128, 5.743, 1.532], [10.186, 3.964, 2.882], [10.483, 3.610, 1.122], [9.478, 2.514, 2.107], [8.288, 4.021, 0.641], [6.589, 4.841, 2.204], [7.736, 4.547, 3.560], [5.800, 1.627, 3.597], [5.173, 3.293, 3.526], [6.457, 2.779, 4.645], [9.777, 5.881, 0.771], [8.372, 6.309, 1.175], [4.140, 3.730, 0.636], [3.316, 2.402, 0.555], [4.014, 1.230, 1.088], [3.460, 0.055, 0.534], [4.046, -1.156, 0.969], [2.048, 2.554, 1.176], [3.658, 4.689, 0.443], [4.978, 3.822, -0.055], [4.529, 3.847, 1.647], [3.061, 2.123, -0.467], [3.926, 1.187, 2.173], [5.071, 1.324, 0.840], [3.309, -1.852, 1.371], [4.776, -1.009, 1.765], [4.621, -1.484, 0.103], [1.550, 1.702, 0.959], [2.221, 2.505, 2.170], [2.606, -2.698, 4.836], [1.896, -4.108, 4.708], [0.393, -4.040, 4.192], [-0.504, -3.455, 5.164], [-1.899, -3.607, 4.830], [2.660, -4.861, 3.741], [3.586, -2.736, 5.310], [2.103, -1.971, 5.473], [2.637, -2.285, 3.828], [1.896, -4.640, 5.659], [-0.015, -4.959, 3.773], [0.407, -3.392, 3.315], [-2.082, -3.310, 3.798], [-2.391, -2.870, 5.464], [-2.188, -4.640, 5.028], [2.243, -4.643, 2.848], [2.324, -5.802, 3.888], [-1.894, 4.251, -1.154], [-0.550, 3.630, -0.811], [0.437, 3.627, -2.010], [-0.088, 2.805, -3.084], [0.450, 3.095, -4.404], [-0.052, 4.401, 0.281], [-1.771, 5.318, -1.337], [-2.690, 4.232, -0.410], [-2.164, 3.839, -2.127], [-0.666, 2.591, -0.502], [1.488, 3.454, -1.779], [0.426, 4.603, -2.495], [-0.046, 3.980, -4.803], [0.119, 2.253, -5.011], [1.539, 3.133, -4.403], [-0.594, 4.168, 1.101], [0.875, 4.086, 0.528], [-7.288, 3.992, 2.435], [-6.591, 4.661, 1.274], [-7.364, 4.398, -0.032], [-6.583, 4.863, -1.091], [-7.077, 4.639, -2.403], [-6.701, 6.075, 1.614], [-8.281, 4.420, 2.574], [-6.792, 4.118, 3.398], [-7.427, 2.925, 2.263], [-5.573, 4.273, 1.292], [-8.290, 4.972, -0.067], [-7.598, 3.343, -0.180], [-8.025, 5.154, -2.555], [-7.272, 3.581, -2.580], [-6.370, 4.903, -3.191], [-6.316, 6.520, 0.793], [-6.153, 6.406, 2.395], [-3.059, -4.777, 1.137], [-3.827, -5.797, 2.021], [-5.245, -6.219, 1.538], [-6.157, -5.142, 1.665], [-7.376, -5.496, 0.951], [-2.892, -6.908, 2.148], [-2.187, -4.372, 1.652], [-3.595, -3.841, 0.979], [-2.784, -5.201, 0.172], [-3.814, -5.400, 3.036], [-5.701, -7.078, 2.030], [-5.112, -6.611, 0.530], [-8.108, -4.689, 0.935], [-7.859, -6.395, 1.335], [-7.178, -5.797, -0.078], [-2.380, -6.840, 1.280], [-3.411, -7.764, 2.014], [-3.600, 2.770, 3.246], [-2.245, 2.541, 3.993], [-2.073, 1.052, 4.485], [-0.861, 1.056, 5.315], [-0.578, -0.231, 5.848], [-1.201, 2.898, 2.992], [-3.820, 3.788, 2.925], [-4.422, 2.447, 3.884], [-3.608, 2.217, 2.307], [-2.312, 3.211, 4.850], [-1.856, 0.319, 3.708], [-2.872, 0.636, 5.098], [-0.508, -1.059, 5.142], [-1.339, -0.468, 6.591], [0.350, -0.168, 6.418], [-0.335, 3.091, 3.476], [-0.966, 2.067, 2.468], [-4.361, -1.731, 3.466], [-5.408, -2.463, 4.295], [-6.185, -1.615, 5.333], [-5.344, -1.269, 6.466], [-6.064, -0.475, 7.417], [-6.278, -3.071, 3.345], [-3.783, -2.416, 2.846], [-3.771, -1.165, 4.186], [-4.939, -0.969, 2.944], [-4.933, -3.259, 4.869], [-7.018, -2.168, 5.767], [-6.648, -0.698, 4.968], [-6.989, -0.925, 7.776], [-6.371, 0.466, 6.962], [-5.369, -0.295, 8.237], [-5.818, -3.583, 2.607], [-6.986, -3.664, 3.755], [-6.240, -2.443, -6.106], [-6.717, -1.837, -4.808], [-5.931, -2.200, -3.515], [-6.190, -3.567, -3.281], [-5.573, -4.149, -2.139], [-6.711, -0.410, -5.053], [-6.940, -2.226, -6.913], [-6.217, -3.527, -5.987], [-5.188, -2.208, -6.270], [-7.721, -2.243, -4.692], [-6.248, -1.598, -2.664], [-4.853, -2.049, -3.561], [-6.080, -5.089, -1.920], [-5.709, -3.651, -1.178], [-4.512, -4.314, -2.328], [-5.872, 0.053, -4.733], [-7.313, -0.124, -4.295], [-2.006, -2.206, -4.821], [-2.323, -0.997, -4.176], [-2.500, 0.092, -5.064], [-3.051, 1.284, -4.308], [-4.289, 0.906, -3.594], [-4.642, 1.887, -2.592], [-5.660, 1.470, -1.536], [-5.271, 0.300, -0.944], [-6.305, -0.335, -0.210], [-1.858, -2.976, -4.064], [-1.045, -2.120, -5.328], [-2.817, -2.539, -5.469], [-3.144, -0.183, -5.900], [-1.545, 0.536, -5.347], [-3.295, 2.050, -5.045], [-2.262, 1.694, -3.678], [-4.071, 0.040, -3.121], [-4.939, 2.823, -3.067], [-3.778, 1.968, -1.932], [-6.615, 1.513, -2.059], [-5.784, 2.200, -0.737], [-6.332, 0.241, 0.715], [-6.052, -1.384, -0.057], [-7.319, -0.343, -0.610], [3.304, 0.388, -3.427], [4.387, 0.876, -4.223], [5.540, 1.064, -3.402], [5.652, 2.486, -2.757], [6.212, 3.558, -3.639], [5.167, 3.877, -4.615], [5.687, 5.021, -5.580], [6.610, 4.527, -6.612], [7.326, 5.598, -7.163], [3.077, 1.114, -2.646], [3.512, -0.559, -2.929], [2.379, 0.247, -3.986], [6.434, 0.845, -3.985], [5.532, 0.335, -2.592], [6.295, 2.268, -1.904], [4.735, 2.816, -2.268], [6.998, 3.247, -4.192], [4.227, 4.125, -4.122], [4.931, 2.993, -5.208], [6.102, 5.798, -4.939], [4.799, 5.444, -6.049], [6.719, 5.903, -8.015], [8.206, 5.136, -7.612], [7.620, 6.389, -6.474], [1.233, -3.844, 0.174], [2.267, -4.634, 0.793], [3.235, -5.004, -0.182], [4.343, -5.836, 0.511], [5.111, -5.055, 1.474], [6.082, -4.201, 0.774], [7.371, -4.911, 0.420], [8.319, -5.165, 1.473], [8.914, -3.996, 2.051], [1.604, -3.163, -0.593], [0.756, -3.261, 0.962], [0.460, -4.462, -0.283], [3.653, -4.179, -0.760], [2.865, -5.646, -0.981], [4.903, -6.475, -0.171], [3.890, -6.647, 1.081], [4.450, -4.603, 2.090], [6.297, -3.325, 1.387], [5.735, -3.730, -0.146], [7.893, -4.358, -0.361], [7.114, -5.871, -0.028], [9.628, -4.417, 2.758], [8.224, -3.336, 2.577], [9.454, -3.362, 1.348]]}

***

Entry 2
{"formula": "C66H177N15O18", "method": "the ωB97M-V functional and the def2-TZVPD basis", "charge": 0, "elements": ["C", "O", "C", "C", "N", "C", "C", "O", "C", "H", "H", "H", "H", "H", "H", "H", "H", "H", "H", "H", "H", "H", "H", "H", "C", "O", "C", "C", "N", "C", "C", "O", "C", "H", "H", "H", "H", "H", "H", "H", "H", "H", "H", "H", "H", "H", "H", "H", "C", "O", "C", "C", "N", "C", "C", "O", "C", "H", "H", "H", "H", "H", "H", "H", "H", "H", "H", "H", "H", "H", "H", "H", "C", "C", "C", "O", "C", "N", "H", "H", "H", "H", "H", "H", "H", "H", "H", "H", "H", "C", "C", "C", "O", "C", "N", "H", "H", "H", "H", "H", "H", "H", "H", "H", "H", "H", "C", "C", "C", "O", "C", "N", "H", "H", "H", "H", "H", "H", "H", "H", "H", "H", "H", "C", "C", "C", "O", "C", "N", "H", "H", "H", "H", "H", "H", "H", "H", "H", "H", "H", "C", "C", "C", "O", "C", "N", "H", "H", "H", "H", "H", "H", "H", "H", "H", "H", "H", "C", "C", "C", "O", "C", "N", "H", "H", "H", "H", "H", "H", "H", "H", "H", "H", "H", "C", "C", "C", "O", "C", "N", "H", "H", "H", "H", "H", "H", "H", "H", "H", "H", "H", "C", "C", "C", "O", "C", "N", "H", "H", "H", "H", "H", "H", "H", "H", "H", "H", "H", "C", "C", "C", "O", "C", "N", "H", "H", "H", "H", "H", "H", "H", "H", "H", "H", "H", "C", "C", "C", "O", "C", "N", "H", "H", "H", "H", "H", "H", "H", "H", "H", "H", "H", "C", "C", "C", "O", "C", "N", "H", "H", "H", "H", "H", "H", "H", "H", "H", "H", "H", "C", "C", "C", "O", "C", "N", "H", "H", "H", "H", "H", "H", "H", "H", "H", "H", "H"], "xyz": [[1.841, -3.906, -2.502], [2.089, -2.947, -3.429], [3.516, -2.429, -3.356], [3.823, -1.421, -4.416], [3.303, -0.133, -4.077], [3.747, 0.791, -5.076], [3.155, 2.215, -4.820], [1.741, 2.406, -5.105], [0.843, 2.079, -4.089], [2.665, -4.585, -2.280], [1.114, -4.645, -2.837], [1.373, -3.497, -1.606], [4.360, -3.117, -3.318], [3.389, -2.057, -2.339], [3.316, -1.854, -5.279], [4.899, -1.433, -4.586], [2.300, -0.127, -4.192], [3.539, 0.508, -6.108], [4.823, 0.894, -4.941], [3.798, 2.785, -5.491], [3.404, 2.564, -3.818], [-0.152, 2.519, -4.151], [1.202, 2.486, -3.143], [0.602, 1.018, -4.155], [-1.115, -4.421, -6.369], [-2.232, -3.629, -5.934], [-1.963, -2.216, -6.109], [-3.159, -1.452, -5.686], [-3.520, -1.875, -4.287], [-2.593, -1.333, -3.311], [-3.135, -1.787, -1.906], [-2.858, -3.184, -1.773], [-1.673, -3.437, -1.123], [-0.154, -4.027, -6.038], [-1.137, -4.349, -7.457], [-1.225, -5.506, -6.345], [-2.024, -2.175, -7.197], [-1.058, -1.886, -5.599], [-4.028, -1.633, -6.319], [-2.905, -0.392, -5.660], [-3.592, -2.882, -4.330], [-2.698, -0.269, -3.520], [-1.536, -1.517, -3.504], [-4.179, -1.475, -1.856], [-2.773, -1.202, -1.061], [-1.317, -4.457, -0.979], [-1.665, -2.901, -0.174], [-0.902, -2.889, -1.666], [5.817, 1.432, 4.546], [5.952, 2.720, 5.102], [5.678, 2.924, 6.488], [4.351, 2.390, 7.040], [3.166, 2.918, 6.270], [1.981, 2.009, 6.454], [0.680, 2.326, 5.665], [0.981, 2.045, 4.301], [-0.117, 1.308, 3.719], [6.555, 1.396, 3.745], [4.867, 1.520, 4.019], [5.779, 0.623, 5.275], [5.664, 4.006, 6.619], [6.534, 2.466, 6.984], [4.325, 2.597, 8.110], [4.543, 1.318, 7.016], [3.419, 2.993, 5.295], [1.673, 2.366, 7.436], [2.126, 0.929, 6.476], [0.262, 3.326, 5.780], [0.041, 1.556, 6.097], [-1.076, 1.782, 3.930], [-0.027, 0.350, 4.231], [0.086, 1.148, 2.660], [6.804, 0.424, -0.014], [7.402, -0.917, -0.513], [6.336, -1.920, -0.885], [5.532, -2.448, 0.154], [5.468, -3.869, 0.200], [8.440, -0.815, -1.447], [6.517, 1.171, -0.754], [7.528, 1.019, 0.542], [5.952, 0.370, 0.664], [7.900, -1.323, 0.368], [6.849, -2.661, -1.498], [5.688, -1.447, -1.624], [4.999, -4.207, -0.724], [4.771, -4.243, 0.949], [6.475, -4.279, 0.118], [9.316, -0.837, -0.944], [8.537, 0.110, -1.841], [-5.070, 3.346, 6.851], [-5.953, 3.865, 5.684], [-5.820, 2.896, 4.555], [-4.531, 2.874, 3.862], [-4.357, 3.734, 2.702], [-7.301, 3.971, 6.153], [-4.044, 3.177, 6.524], [-5.390, 2.335, 7.102], [-5.195, 4.063, 7.662], [-5.684, 4.838, 5.275], [-6.566, 3.220, 3.829], [-6.205, 1.922, 4.857], [-4.921, 4.664, 2.772], [-4.724, 3.171, 1.844], [-3.314, 3.935, 2.456], [-7.384, 4.457, 7.034], [-7.711, 4.522, 5.412], [-1.659, 4.032, -6.109], [-2.361, 2.761, -5.879], [-3.853, 2.697, -6.393], [-4.718, 3.625, -5.677], [-6.073, 3.632, -6.176], [-1.510, 1.649, -6.340], [-0.651, 3.885, -5.720], [-2.107, 4.847, -5.540], [-1.581, 4.412, -7.127], [-2.467, 2.678, -4.797], [-4.112, 1.654, -6.211], [-3.863, 2.899, -7.464], [-6.163, 4.178, -7.115], [-6.742, 4.132, -5.477], [-6.544, 2.724, -6.552], [-0.579, 1.761, -5.966], [-1.400, 1.902, -7.312], [-3.995, -0.939, 4.362], [-4.410, -0.766, 2.884], [-5.843, -1.251, 2.644], [-6.693, -0.566, 3.545], [-7.709, -1.405, 4.152], [-4.097, 0.661, 2.561], [-4.626, -0.340, 5.018], [-2.964, -0.604, 4.473], [-4.030, -1.968, 4.721], [-3.653, -1.334, 2.343], [-5.705, -2.332, 2.634], [-6.077, -1.115, 1.588], [-8.368, -2.004, 3.524], [-8.288, -0.811, 4.858], [-7.248, -2.081, 4.872], [-3.196, 0.845, 2.980], [-4.777, 1.203, 3.074], [0.384, -0.085, -9.100], [1.897, -0.215, -8.899], [2.532, 1.136, -8.902], [2.637, 1.792, -10.136], [2.906, 3.187, -10.039], [2.221, -1.006, -7.713], [-0.006, 0.727, -8.487], [-0.191, -1.008, -9.018], [0.127, 0.283, -10.094], [2.356, -0.705, -9.758], [3.491, 0.992, -8.403], [2.071, 1.813, -8.183], [2.913, 3.625, -11.037], [3.863, 3.315, -9.532], [2.130, 3.613, -9.403], [1.952, -1.971, -7.838], [1.509, -0.659, -7.087], [-3.642, -5.617, 2.438], [-4.511, -6.810, 2.667], [-4.915, -6.984, 4.138], [-5.521, -5.852, 4.758], [-4.963, -5.453, 5.932], [-5.686, -6.804, 1.800], [-2.612, -5.796, 2.745], [-3.971, -4.759, 3.025], [-3.552, -5.324, 1.392], [-3.924, -7.664, 2.330], [-3.992, -7.293, 4.628], [-5.552, -7.850, 4.317], [-4.140, -4.828, 5.585], [-4.649, -6.238, 6.620], [-5.772, -4.975, 6.484], [-6.131, -5.958, 2.125], [-5.458, -6.763, 0.817], [0.800, -5.961, 3.960], [1.568, -6.606, 2.706], [0.731, -6.376, 1.381], [1.290, -7.129, 0.371], [1.331, -8.505, 0.473], [2.863, -5.939, 2.532], [-0.178, -6.362, 4.228], [0.618, -4.886, 3.980], [1.422, -6.183, 4.827], [1.797, -7.668, 2.790], [0.854, -5.373, 0.970], [-0.317, -6.602, 1.574], [1.819, -8.900, 1.364], [1.960, -8.764, -0.379], [0.294, -8.773, 0.269], [2.642, -4.981, 2.298], [3.380, -6.243, 1.719], [8.046, -4.473, 6.190], [6.615, -4.834, 5.841], [6.168, -4.162, 4.467], [6.380, -2.771, 4.533], [5.830, -1.975, 3.535], [6.504, -6.294, 5.785], [8.366, -4.883, 7.147], [8.078, -3.392, 6.330], [8.839, -4.737, 5.490], [5.958, -4.460, 6.626], [5.110, -4.389, 4.337], [6.814, -4.612, 3.713], [6.496, -2.050, 2.676], [6.017, -0.935, 3.803], [4.811, -2.168, 3.201], [5.563, -6.659, 5.773], [6.889, -6.614, 6.662], [2.394, 7.889, -3.723], [3.366, 6.750, -3.294], [2.729, 5.888, -2.151], [3.735, 5.055, -1.604], [3.432, 3.801, -1.057], [3.734, 5.850, -4.367], [1.424, 7.548, -4.087], [2.883, 8.525, -4.462], [2.288, 8.531, -2.849], [4.332, 7.136, -2.970], [2.026, 5.176, -2.584], [2.249, 6.443, -1.345], [3.028, 3.094, -1.782], [2.623, 3.799, -0.327], [4.302, 3.389, -0.547], [4.306, 5.165, -3.893], [2.910, 5.271, -4.441], [-4.876, 2.972, -1.886], [-5.838, 2.198, -0.944], [-7.116, 1.700, -1.752], [-7.966, 0.799, -1.012], [-9.015, 1.577, -0.335], [-4.981, 1.118, -0.392], [-5.420, 3.709, -2.476], [-4.488, 2.275, -2.629], [-4.096, 3.432, -1.280], [-6.309, 2.832, -0.193], [-6.790, 1.088, -2.593], [-7.782, 2.406, -2.246], [-9.724, 2.056, -1.010], [-8.697, 2.460, 0.219], [-9.587, 1.134, 0.481], [-4.649, 1.417, 0.514], [-5.475, 0.238, -0.356], [0.474, 6.624, 5.272], [-0.747, 6.341, 4.358], [-0.388, 5.428, 3.178], [0.604, 5.956, 2.331], [1.729, 5.168, 2.196], [-1.790, 5.807, 5.297], [0.259, 7.293, 6.106], [1.194, 7.224, 4.716], [0.978, 5.702, 5.560], [-0.963, 7.361, 4.040], [-1.273, 5.383, 2.543], [-0.193, 4.393, 3.459], [1.439, 4.198, 1.794], [2.212, 4.746, 3.077], [2.460, 5.590, 1.505], [-2.668, 5.600, 4.843], [-1.956, 6.414, 6.087], [-0.462, 1.066, -0.803], [0.863, 0.444, -1.183], [1.688, -0.392, -0.104], [0.964, -1.529, 0.447], [1.224, -1.943, 1.769], [0.574, -0.440, -2.276], [-0.334, 1.674, 0.093], [-1.264, 0.335, -0.696], [-0.763, 1.751, -1.595], [1.592, 1.194, -1.492], [2.110, 0.292, 0.632], [2.529, -0.846, -0.628], [1.575, -1.197, 2.483], [2.046, -2.653, 1.858], [0.262, -2.330, 2.106], [-0.250, -0.999, -2.111], [1.368, -1.032, -2.472]]}

***

Need the numbers? Relative energies in kcal/mol: entry 1 0.0; entry 2 118.7.